Here is a structure of composition C16H49O9V in a non-equilibrium geometry from the Open Molecules 2025 dataset. Energies are from ωB97M-V with the def2-TZVPD basis set.

Values from the calculation:
Multiplicity = 4
Molecular weight = 436.50 g mol⁻¹
LUMO level (spin up / spin down) = -3.1 / -3.2 eV
ΔE to the lowest compared entry with this formula, charge and spin = 0.0000 eV
HOMO energy (spin up / spin down) = -11.3 / -12.1 eV
Kohn-Sham gap (spin up / spin down) = 8.29 / 8.96 eV
Net charge = +1

```
75
Properties=species:S:1:pos:R:3:lowdin_charge:R:1
V -0.99 -1.76 -0.81 1.017
O 0.26 -0.33 -0.05 -0.356
H 0.17 0.13 0.79 -0.010
C -4.65 -1.36 1.81 -0.058
C -3.40 -2.22 1.57 -0.231
O -2.36 -1.50 0.87 -0.176
H -5.38 -1.47 1.01 0.078
H -4.43 -0.30 1.93 0.060
H -5.12 -1.70 2.74 0.082
H -3.67 -3.09 0.99 0.117
H -3.01 -2.54 2.54 0.117
H -1.97 -0.85 1.48 0.065
C 1.11 -3.79 2.64 -0.055
C 1.25 -2.88 1.42 -0.263
O 0.22 -3.14 0.46 -0.136
H 0.12 -3.61 3.10 0.078
H 1.83 -3.56 3.42 0.085
H 1.13 -4.85 2.40 0.080
H 2.24 -2.96 0.98 0.113
H 1.14 -1.84 1.71 0.105
H 0.38 -3.99 0.04 0.116
C -3.55 1.60 -0.82 -0.057
C -3.21 0.57 -1.86 -0.257
O -1.87 0.08 -1.73 -0.163
H -2.82 2.40 -0.76 0.087
H -3.67 1.13 0.16 0.051
H -4.56 1.98 -1.05 0.092
H -3.34 0.98 -2.87 0.123
H -3.89 -0.28 -1.79 0.118
H -1.25 0.79 -2.00 0.070
C 0.96 -1.21 -4.53 -0.064
C 0.69 -2.44 -3.68 -0.241
O 0.53 -2.11 -2.29 -0.168
H 1.00 -1.48 -5.58 0.090
H 1.89 -0.72 -4.24 0.081
H 0.15 -0.49 -4.41 0.074
H 1.46 -3.20 -3.79 0.125
H -0.27 -2.86 -4.00 0.121
H 1.40 -1.80 -1.95 0.084
C -2.25 0.70 4.27 -0.067
C -2.15 1.55 3.04 -0.269
O -1.44 0.81 2.01 -0.126
H -2.93 -0.15 4.13 0.068
H -2.65 1.32 5.07 0.090
H -1.26 0.39 4.60 0.087
H -1.62 2.48 3.23 0.118
H -3.13 1.85 2.66 0.113
H -1.42 1.35 1.21 0.084
C 1.90 2.36 2.11 -0.068
C 2.75 3.15 1.12 -0.309
O 2.41 4.52 1.30 -0.072
H 1.71 1.34 1.75 0.046
H 0.95 2.87 2.24 0.072
H 2.39 2.27 3.07 0.081
H 2.49 2.80 0.11 0.094
H 3.81 3.02 1.32 0.106
H 2.86 5.06 0.64 0.085
C 0.52 2.68 -3.75 -0.077
C 1.12 1.94 -2.58 -0.310
O 0.18 1.86 -1.50 -0.121
H -0.30 2.10 -4.20 0.068
H 1.27 2.79 -4.53 0.084
H 0.10 3.63 -3.45 0.082
H 2.06 2.40 -2.28 0.110
H 1.38 0.93 -2.91 0.080
H 0.25 0.99 -1.04 0.007
C 4.92 0.22 -0.24 -0.066
C 3.77 -0.72 0.07 -0.291
O 2.78 -0.62 -0.98 -0.125
H 5.79 -0.08 0.36 0.081
H 4.65 1.24 0.01 0.052
H 5.21 0.12 -1.29 0.081
H 3.29 -0.37 0.98 0.103
H 4.12 -1.75 0.15 0.105
H 1.95 -0.36 -0.54 0.016
```

***

Here is a structure of composition C6H10O in a non-equilibrium geometry from the Open Molecules 2025 dataset. Energies are from ωB97M-V with the def2-TZVPD basis set.

Values from the calculation:
Multiplicity = 1
Molecular weight = 98.14 g mol⁻¹
LUMO level (spin up / spin down) = 0.6 / 0.6 eV
ΔE to the lowest compared entry with this formula, charge and spin = 5.6236 eV
HOMO energy (spin up / spin down) = -7.1 / -7.1 eV
Kohn-Sham gap (spin up / spin down) = 7.65 / 7.64 eV

```
17
Properties=species:S:1:pos:R:3:lowdin_charge:R:1
O 0.24 -0.87 2.05 -0.073
C 1.21 -0.85 1.29 -0.187
C 1.21 -0.23 -0.03 -0.175
C 0.50 1.05 -0.30 -0.214
C -0.51 1.02 -1.35 -0.189
C -0.88 -0.07 -1.98 0.009
C -1.56 -0.78 1.79 0.072
H 2.17 -1.30 1.58 0.140
H 2.25 -0.21 -0.34 0.126
H 0.91 -1.13 -0.58 0.123
H 1.25 1.79 -0.58 0.120
H 0.03 1.46 0.60 0.118
H -0.97 1.98 -1.58 0.108
H -1.63 0.01 -2.73 0.048
H -0.53 -1.10 -1.88 0.058
H -1.99 0.02 1.17 -0.043
H -1.70 -0.80 2.87 -0.041
```

***

Here is a structure of composition C38H61N4O4Ti from the Open Molecules 2025 dataset. Energies are from ωB97M-V with the def2-TZVPD basis set.

Values from the calculation:
Multiplicity = 1
Molecular weight = 685.80 g mol⁻¹
LUMO level = -3.1 eV
ΔE to the lowest compared entry with this formula, charge and spin = 0.0706 eV
HOMO energy = -10.5 eV
Kohn-Sham gap = 7.40 eV
Net charge = +1

```
108
Properties=species:S:1:pos:R:3:lowdin_charge:R:1
Ti -0.24 0.84 1.23 1.140
C -1.42 -0.01 3.98 -0.047
N -1.94 0.63 2.75 -0.315
C -2.63 1.87 3.15 -0.060
C -2.89 -0.29 2.08 -0.147
C -3.16 0.19 0.67 -0.115
N -1.89 0.39 -0.08 -0.199
C -2.07 1.53 -1.03 -0.104
C -0.88 1.89 -1.88 -0.123
C -1.12 2.47 -3.12 0.022
C -0.09 2.93 -3.93 -0.147
C 1.21 2.79 -3.45 0.047
C 1.52 2.20 -2.23 -0.070
C 0.45 1.75 -1.46 -0.217
O 0.67 1.10 -0.28 -0.180
C 2.97 2.04 -1.75 -0.523
C 3.18 2.80 -0.43 -0.031
C 3.30 0.55 -1.57 -0.027
C 3.96 2.62 -2.77 -0.063
C -0.41 3.56 -5.28 -0.558
C 0.85 4.02 -6.02 -0.063
C -1.32 4.77 -5.08 -0.044
C -1.13 2.52 -6.16 -0.043
C -1.54 -0.84 -0.85 -0.077
C -1.28 -2.10 -0.07 -0.131
C -1.87 -3.29 -0.49 0.030
C -1.51 -4.50 0.08 -0.149
C -0.51 -4.49 1.05 0.036
C 0.12 -3.34 1.51 -0.068
C -0.34 -2.13 0.97 -0.234
O 0.09 -0.93 1.45 -0.188
C 1.32 -3.40 2.46 -0.522
C 1.06 -2.63 3.77 -0.042
C 2.54 -2.80 1.75 -0.026
C 1.66 -4.84 2.84 -0.062
C -2.15 -5.83 -0.33 -0.558
C -2.82 -6.46 0.90 -0.041
C -3.21 -5.64 -1.41 -0.067
C -1.07 -6.77 -0.87 -0.040
H -2.23 -0.12 4.71 0.108
H -0.63 0.61 4.40 0.099
H -1.01 -0.98 3.74 0.062
H -3.46 1.63 3.82 0.105
H -3.00 2.41 2.28 0.084
H -1.93 2.52 3.67 0.092
H -3.83 -0.34 2.65 0.144
H -2.45 -1.28 2.07 0.121
H -3.69 1.15 0.69 0.122
H -3.79 -0.52 0.14 0.145
H -2.35 2.39 -0.42 0.126
H -2.91 1.29 -1.69 0.142
H -2.15 2.56 -3.45 0.120
H 2.02 3.14 -4.06 0.087
H 2.59 2.38 0.38 0.054
H 2.92 3.85 -0.55 0.095
H 4.23 2.74 -0.14 0.090
H 2.67 0.07 -0.82 0.070
H 4.34 0.45 -1.25 0.091
H 3.19 0.02 -2.51 0.096
H 3.80 3.68 -2.93 0.091
H 3.91 2.10 -3.73 0.092
H 4.97 2.49 -2.38 0.089
H 1.39 4.78 -5.45 0.090
H 0.56 4.46 -6.97 0.089
H 1.53 3.19 -6.23 0.090
H -0.84 5.52 -4.46 0.092
H -2.27 4.49 -4.60 0.076
H -1.56 5.23 -6.04 0.088
H -0.50 1.64 -6.32 0.092
H -1.36 2.95 -7.13 0.088
H -2.06 2.19 -5.71 0.077
H -0.66 -0.59 -1.44 0.140
H -2.36 -1.02 -1.55 0.140
H -2.59 -3.24 -1.29 0.110
H -0.20 -5.44 1.46 0.097
H 1.02 -1.56 3.60 0.051
H 1.88 -2.82 4.46 0.092
H 0.14 -2.97 4.25 0.093
H 2.38 -1.75 1.48 0.071
H 2.76 -3.36 0.84 0.096
H 3.41 -2.85 2.41 0.092
H 0.85 -5.33 3.39 0.092
H 2.53 -4.84 3.48 0.090
H 1.89 -5.45 1.96 0.090
H -3.60 -5.82 1.30 0.090
H -2.09 -6.66 1.69 0.080
H -3.27 -7.42 0.62 0.089
H -4.03 -5.00 -1.08 0.087
H -3.64 -6.61 -1.67 0.089
H -2.79 -5.22 -2.33 0.088
H -0.31 -6.99 -0.12 0.079
H -0.57 -6.35 -1.74 0.093
H -1.52 -7.72 -1.16 0.089
C 2.94 3.39 4.42 -0.005
C 2.08 2.63 3.46 -0.265
N 2.18 1.38 3.17 0.037
O 3.14 0.64 3.77 0.002
C 1.00 3.34 2.71 -0.238
C 0.86 4.82 2.62 0.013
N 0.21 2.55 2.09 -0.164
O -0.77 2.83 1.26 -0.169
H 3.23 2.78 5.28 0.088
H 2.40 4.24 4.82 0.090
H 3.84 3.76 3.94 0.109
H 3.71 1.21 4.31 0.084
H 1.81 5.32 2.78 0.088
H 0.15 5.19 3.36 0.102
H 0.48 5.08 1.64 0.093
```

***

Here is an isolated molecule of C6H10N2O in a non-equilibrium geometry from the Open Molecules 2025 dataset. Energies are from ωB97M-V with the def2-TZVPD basis set.

Values from the calculation:
Multiplicity = 1
Molecular weight = 126.16 g mol⁻¹
LUMO level = 0.5 eV
ΔE to the lowest compared entry with this formula, charge and spin = 3.7019 eV
SMILES = CCc1ncc(CO)[nH]1
HOMO energy = -8.3 eV
Kohn-Sham gap = 8.81 eV

```
19
Properties=species:S:1:pos:R:3:lowdin_charge:R:1
C 2.05 1.78 0.95 -0.121
C 2.50 0.28 0.52 -0.187
C 1.29 -0.18 -0.26 -0.392
N 1.13 -1.02 -1.19 0.120
C -0.29 -1.30 -1.16 -0.095
C -0.90 -0.47 -0.29 -0.303
C -2.49 -0.58 -0.11 -0.176
O -2.95 0.57 0.61 -0.054
N 0.01 0.21 0.39 0.099
H 1.03 1.93 1.68 0.121
H 2.15 2.19 -0.10 0.086
H 2.89 1.99 1.73 0.080
H 3.39 0.16 -0.18 0.119
H 2.72 -0.45 1.44 0.140
H -0.84 -1.85 -1.86 0.077
H -2.78 -0.94 -1.24 0.144
H -2.93 -1.55 0.39 0.138
H -2.71 1.31 0.10 0.052
H -0.27 1.09 0.95 0.152
```

***

Here is an isolated molecule of C2H2N2OS3 in a non-equilibrium geometry from the Open Molecules 2025 dataset. Energies are from ωB97M-V with the def2-TZVPD basis set.

Values from the calculation:
Multiplicity = 1
Molecular weight = 166.25 g mol⁻¹
LUMO level = -0.9 eV
ΔE to the lowest compared entry with this formula, charge and spin = 1.8431 eV
SMILES = S=c1nc(SS)[nH]o1
HOMO energy = -8.7 eV
Kohn-Sham gap = 7.72 eV

```
10
Properties=species:S:1:pos:R:3:lowdin_charge:R:1
S -2.62 -1.85 -0.35 0.685
C -1.18 -1.10 -0.39 -0.979
N -0.56 -0.27 0.47 0.083
C 0.50 0.14 -0.14 -0.799
S 1.73 1.15 0.50 0.619
S 0.68 2.17 2.06 0.402
N 0.74 -0.48 -1.34 0.078
O -0.51 -1.19 -1.53 -0.043
H 0.09 1.31 2.82 -0.215
H 1.14 0.11 -2.10 0.171
```

***

Here is a structure of composition C3H5HoO5 in a non-equilibrium geometry from the Open Molecules 2025 dataset. Energies are from ωB97M-V with the def2-TZVPD basis set.

Values from the calculation:
Multiplicity = 6
Molecular weight = 286.00 g mol⁻¹
LUMO level (spin up / spin down) = -6.3 / -6.4 eV
ΔE to the lowest compared entry with this formula, charge and spin = 0.0000 eV
HOMO energy (spin up / spin down) = -11.7 / -14.2 eV
Kohn-Sham gap (spin up / spin down) = 5.32 / 7.82 eV
Net charge = +1

```
14
Properties=species:S:1:pos:R:3:lowdin_charge:R:1
O -1.42 -2.16 0.82 0.015
C -1.60 -0.85 0.75 -0.236
C -2.15 -0.15 -0.56 -0.351
O -1.76 1.17 -0.61 -0.432
H 3.24 0.55 -1.64 0.146
H -1.12 -0.22 1.52 0.087
H -2.54 -2.09 0.84 0.248
H -3.25 -0.26 -0.55 0.127
H -1.77 -0.75 -1.42 0.126
Ho 0.30 1.68 -0.16 2.079
O 2.13 1.21 1.04 -0.191
C 3.08 0.72 0.34 -0.762
O 4.27 0.75 0.56 0.144
O 2.60 0.41 -0.92 -0.001
```